No. 1
{"formula": "C27H25F2IN2O3PReS5", "method": "ωB97M-V with the def2-TZVPD basis set", "homo_ev": [-3.96, -3.95], "s2": 3.7766, "spin_multiplicity": 4, "fmax_ev_per_a": 1.3, "total_charge": -1, "relative_energy_kcal_mol": 46.53, "molar_mass_da": 967.92, "elements": ["Re", "O", "S", "O", "O", "C", "C", "C", "C", "C", "C", "P", "C", "C", "C", "C", "C", "C", "C", "C", "C", "C", "C", "C", "H", "H", "H", "H", "H", "H", "H", "H", "H", "H", "H", "H", "H", "H", "S", "C", "S", "S", "C", "C", "C", "C", "N", "C", "S", "N", "C", "H", "H", "H", "H", "H", "H", "H", "H", "I", "C", "H", "H", "F", "C", "F", "H"], "coordinates": [[1.83388, 0.10855, 0.47801], [1.90398, 1.48083, 4.62006], [1.41698, 1.43451, 3.27537], [1.81784, 2.52164, 2.39578], [1.70693, 0.12160, 2.59028], [-0.35574, 1.57426, 3.33468], [-0.94853, 1.67509, 4.58340], [-2.28344, 2.03830, 4.68283], [-3.00522, 2.33374, 3.53808], [-2.41174, 2.20973, 2.29153], [-1.09019, 1.79482, 2.16661], [-0.40084, 1.52798, 0.48022], [-0.56973, 3.22566, -0.20389], [0.25456, 4.21242, 0.33895], [0.16614, 5.51951, -0.10590], [-0.74102, 5.86335, -1.09964], [-1.56627, 4.89008, -1.63638], [-1.48287, 3.57617, -1.19106], [-1.71494, 0.56559, -0.35526], [-1.65389, 0.44064, -1.74152], [-2.57066, -0.34475, -2.42105], [-3.54647, -1.03686, -1.72050], [-3.58763, -0.95295, -0.33691], [-2.67650, -0.16064, 0.34179], [-0.34245, 1.50049, 5.45978], [-2.74965, 2.11882, 5.65569], [-4.03611, 2.65541, 3.61185], [-2.98698, 2.42395, 1.39858], [0.96675, 3.95052, 1.11056], [0.81671, 6.27062, 0.32175], [-0.80338, 6.88523, -1.45153], [-2.28390, 5.14537, -2.40538], [-2.14967, 2.83874, -1.61338], [-0.86948, 0.93836, -2.29877], [-2.49680, -0.43648, -3.49629], [-4.25690, -1.66152, -2.24777], [-4.31294, -1.52694, 0.22431], [-2.69382, -0.15468, 1.42281], [-0.71035, -4.50428, 0.90196], [0.58800, -3.44562, 1.14608], [0.17534, -1.75197, 0.78927], [2.11691, -3.91084, 1.68845], [3.19837, -5.12772, -1.47834], [2.04456, -4.24050, -1.79574], [0.81234, -4.65271, -2.22162], [-0.13048, -3.68181, -2.57530], [0.13996, -2.37697, -2.54768], [1.29651, -1.99256, -2.04456], [1.75441, -0.30820, -1.93396], [2.23528, -2.90617, -1.70566], [-1.51063, -4.05948, -2.98749], [2.95451, -6.15791, -1.72322], [3.41641, -5.06168, -0.41294], [4.07688, -4.82004, -2.04809], [0.57440, -5.70398, -2.26166], [3.08779, -2.54931, -1.28365], [-1.55038, -5.06137, -3.40995], [-1.90801, -3.32668, -3.68525], [-2.11452, -4.04127, -2.07550], [5.03910, -0.05119, 2.03699], [3.63706, -0.96997, 0.68012], [3.42937, -1.94355, 1.13564], [4.21581, -1.07231, -0.23834], [2.29617, 2.54797, -1.17288], [3.02832, 1.76221, -0.28041], [4.14354, 1.39462, -0.99781], [3.36730, 2.44607, 0.50381]]}


No. 2
{"formula": "C37H103N11O10", "method": "ωB97M-V with the def2-TZVPD basis set", "smiles": "COC[C@H](C)N.COC[C@H](C)N.COC[C@H](C)N.COC[C@H](C)N.COC[C@H](C)N.COC[C@H](C)N.COC[C@H](C)N.COC[C@H](C)N.COC[C@H](C)N.NC(N)=O", "homo_ev": -8.46, "spin_multiplicity": 1, "fmax_ev_per_a": 5.9, "total_charge": 0, "relative_energy_kcal_mol": 115.92, "molar_mass_da": 862.30, "elements": ["C", "O", "C", "C", "C", "N", "H", "H", "H", "H", "H", "H", "H", "H", "H", "H", "H", "C", "O", "C", "C", "C", "N", "H", "H", "H", "H", "H", "H", "H", "H", "H", "H", "H", "C", "O", "C", "C", "C", "N", "H", "H", "H", "H", "H", "H", "H", "H", "H", "H", "H", "C", "O", "C", "C", "C", "N", "H", "H", "H", "H", "H", "H", "H", "H", "H", "H", "H", "C", "O", "C", "C", "C", "N", "H", "H", "H", "H", "H", "H", "H", "H", "H", "H", "H", "C", "O", "C", "C", "C", "N", "H", "H", "H", "H", "H", "H", "H", "H", "H", "H", "H", "C", "O", "C", "C", "C", "N", "H", "H", "H", "H", "H", "H", "H", "H", "H", "H", "H", "C", "O", "C", "C", "C", "N", "H", "H", "H", "H", "H", "H", "H", "H", "H", "H", "H", "C", "O", "C", "C", "C", "N", "H", "H", "H", "H", "H", "H", "H", "H", "H", "H", "H", "N", "C", "N", "O", "H", "H", "H", "H"], "coordinates": [[-2.98012, 4.36740, -0.20319], [-1.63540, 4.10123, 0.17028], [-0.68129, 4.71834, -0.64652], [0.77113, 4.57927, -0.01576], [1.84252, 5.14670, -0.92342], [1.12133, 3.19918, 0.26298], [-3.21320, 5.37846, -0.53719], [-3.62381, 4.11090, 0.63822], [-3.31191, 3.88369, -1.12191], [-0.70584, 4.28674, -1.64713], [-0.89934, 5.77422, -0.80669], [0.77024, 5.02324, 0.97973], [1.70149, 6.21211, -1.10540], [1.85173, 4.57147, -1.84923], [2.79707, 5.02599, -0.41121], [1.28208, 2.59366, -0.52924], [0.31803, 2.65652, 0.54640], [3.54002, 4.59761, -5.54387], [3.13035, 3.61712, -4.70086], [3.14393, 2.32392, -5.23821], [2.32464, 1.32524, -4.44964], [1.07089, 1.95077, -3.80546], [3.12363, 0.69652, -3.37378], [2.86884, 4.53786, -6.40063], [4.60091, 4.49304, -5.77118], [3.33130, 5.60191, -5.17521], [2.56257, 2.59734, -6.11876], [4.13479, 1.97361, -5.52732], [2.04772, 0.53855, -5.15145], [1.14375, 2.81469, -3.14483], [0.61326, 1.18797, -3.17553], [0.40965, 2.33591, -4.58169], [3.74735, 1.41221, -3.02904], [2.48853, 0.59739, -2.59472], [-4.15313, -5.46190, 1.53443], [-3.41177, -4.27759, 1.92586], [-3.57850, -3.14675, 1.13848], [-2.62822, -2.06211, 1.69558], [-2.99654, -1.68922, 3.12132], [-2.88779, -0.88294, 0.89071], [-4.04471, -5.72848, 0.48311], [-5.18047, -5.17745, 1.76193], [-3.72580, -6.31147, 2.06707], [-3.34426, -3.26237, 0.08025], [-4.61311, -2.85451, 1.31812], [-1.57106, -2.32572, 1.66379], [-3.98912, -1.25652, 3.24638], [-2.22498, -1.04039, 3.53583], [-3.06238, -2.50871, 3.83700], [-3.22369, -0.05664, 1.36451], [-3.57424, -1.08748, 0.17863], [-0.48640, -5.53406, 1.31320], [0.86196, -5.85695, 1.26341], [1.70434, -5.14498, 0.39963], [1.80159, -3.62170, 0.52254], [2.90666, -2.86817, -0.30636], [1.88598, -3.27166, 1.92452], [-0.49652, -4.46424, 1.52170], [-0.98742, -6.18815, 2.02683], [-1.04634, -5.64840, 0.38503], [2.70610, -5.55836, 0.51666], [1.53502, -5.26705, -0.67020], [0.83615, -3.20336, 0.23789], [2.66705, -1.80682, -0.37127], [2.98329, -3.23594, -1.32957], [3.89804, -3.00724, 0.12485], [1.45984, -4.02771, 2.44113], [2.80030, -3.47624, 2.30171], [-2.43224, 1.74948, 2.73007], [-3.69295, 1.18245, 2.78915], [-4.80639, 2.05045, 3.12038], [-6.15156, 1.34570, 3.34984], [-6.76640, 0.47769, 2.20037], [-7.21058, 2.28852, 3.77593], [-2.39514, 2.55790, 1.99989], [-1.60733, 1.13133, 2.37576], [-2.16912, 2.27497, 3.64807], [-4.51390, 2.53860, 4.05004], [-4.91188, 2.86708, 2.40617], [-5.92469, 0.61739, 4.12843], [-6.85956, 1.07685, 1.29459], [-7.72023, -0.01270, 2.39487], [-6.16793, -0.39771, 1.94814], [-7.04820, 2.71443, 4.67723], [-8.03535, 1.73684, 3.96432], [-2.93715, 2.87699, -3.87472], [-2.91165, 1.73871, -2.99028], [-3.73045, 0.61474, -3.39532], [-3.90552, -0.43104, -2.21857], [-4.43500, -1.79484, -2.64607], [-4.79256, 0.07703, -1.27594], [-2.31409, 2.81295, -4.76679], [-2.62510, 3.76120, -3.31893], [-3.94788, 3.16121, -4.16754], [-4.69602, 0.85840, -3.83850], [-3.14294, 0.13275, -4.17675], [-2.93191, -0.64049, -1.77549], [-5.31906, -1.73655, -3.28099], [-4.61130, -2.35159, -1.72571], [-3.74757, -2.41795, -3.21815], [-4.45758, 1.01057, -1.08516], [-5.69681, 0.43270, -1.55147], [7.52144, 1.90991, 3.37267], [6.90245, 1.20844, 2.28076], [6.17704, 2.10364, 1.35755], [4.65874, 2.21026, 1.53376], [3.83034, 1.01155, 0.95658], [4.27387, 3.23257, 0.65019], [6.69703, 2.25833, 3.99481], [8.03971, 2.78405, 2.97850], [8.07168, 1.26082, 4.05386], [6.60678, 3.10492, 1.32840], [6.44181, 1.62027, 0.41715], [4.44473, 2.41749, 2.58226], [3.97616, 0.02748, 1.40205], [4.03748, 0.90463, -0.10821], [2.77088, 1.21285, 1.11505], [4.58660, 2.82952, -0.22150], [3.26518, 3.26562, 0.61084], [0.30159, 0.06788, 3.86482], [1.42551, 0.17951, 4.67693], [2.68697, -0.19666, 4.09318], [3.74424, -0.43743, 5.18717], [4.21361, 0.94278, 5.77476], [4.93440, -1.12246, 4.68011], [-0.43466, 0.45764, 4.56775], [0.10167, -0.92834, 3.47024], [0.35121, 0.80221, 3.06083], [2.61051, -1.17482, 3.61836], [2.90557, 0.55054, 3.33028], [3.34997, -1.21054, 5.84667], [4.62251, 0.76334, 6.76909], [3.38739, 1.59465, 6.05853], [4.91533, 1.50726, 5.16071], [5.51047, -1.34857, 5.47831], [5.39698, -0.52211, 4.01250], [0.63193, -6.41629, -4.22955], [1.14828, -5.12072, -3.88249], [0.11545, -4.26269, -3.74135], [0.58726, -2.77218, -3.55509], [-0.49003, -1.69648, -3.46372], [1.61770, -2.46260, -4.53005], [0.02193, -6.40492, -5.13280], [0.09331, -6.96584, -3.45755], [1.52116, -7.04631, -4.25055], [-0.56770, -4.30954, -4.58941], [-0.58592, -4.57107, -2.96606], [1.08043, -2.81059, -2.58379], [-0.10184, -0.68465, -3.58041], [-1.03340, -1.71962, -2.51910], [-1.13856, -1.81779, -4.33136], [2.08856, -3.34115, -4.36712], [2.21253, -1.78023, -4.08213], [0.29350, -0.51193, 0.70255], [0.20569, 0.03869, -0.48696], [-0.92171, 0.56402, -0.69959], [1.25110, 0.31380, -1.11891], [-0.58125, -0.88449, 1.04330], [1.03134, -1.18413, 0.85695], [-0.99970, 1.25526, -1.43185], [-1.69644, 0.08087, -0.26778]]}


No. 3
{"formula": "C18H22N4O2", "method": "ωB97M-V with the def2-TZVPD basis set", "smiles": "CCN1CCC[C@H]1Cn1cnc2c([nH]c3cc(OC)ccc32)c1=O", "homo_ev": -7.74, "spin_multiplicity": 1, "fmax_ev_per_a": 1.2, "total_charge": 0, "relative_energy_kcal_mol": 25.02, "molar_mass_da": 326.40, "elements": ["C", "C", "N", "C", "C", "C", "C", "C", "N", "C", "N", "C", "C", "N", "C", "C", "C", "O", "C", "C", "C", "C", "C", "O", "H", "H", "H", "H", "H", "H", "H", "H", "H", "H", "H", "H", "H", "H", "H", "H", "H", "H", "H", "H", "H", "H"], "coordinates": [[-1.95112, 1.77673, 5.16553], [-2.36567, 2.69637, 4.02161], [-1.47989, 2.54957, 2.88563], [-0.16145, 3.16118, 3.03755], [-0.05565, 4.22627, 1.94426], [-0.90017, 3.61498, 0.83320], [-2.05052, 2.96521, 1.60738], [-2.68571, 1.77122, 0.87379], [-1.71279, 0.78001, 0.46885], [-1.09589, 0.01434, 1.41013], [-0.18897, -0.87139, 1.19808], [0.16553, -1.04432, -0.10149], [-0.41711, -0.31115, -1.13692], [0.12551, -0.69812, -2.33416], [1.05007, -1.67359, -2.09789], [1.84601, -2.36425, -3.00659], [2.71263, -3.31731, -2.50038], [3.55329, -4.07575, -3.25644], [3.55007, -3.89809, -4.65107], [2.77921, -3.57010, -1.11424], [1.99484, -2.88982, -0.21979], [1.11148, -1.92423, -0.70449], [-1.41803, 0.68139, -0.90034], [-1.97906, 1.37652, -1.73458], [-2.65168, 1.87264, 5.99139], [-0.95609, 2.02620, 5.52383], [-1.94248, 0.74261, 4.83125], [-3.37412, 2.42323, 3.69849], [-2.40127, 3.74047, 4.38162], [-0.03448, 3.58374, 4.03643], [0.60129, 2.38775, 2.88972], [0.97220, 4.41727, 1.64359], [-0.50141, 5.16319, 2.28405], [-1.25869, 4.34193, 0.10775], [-0.32237, 2.85470, 0.30712], [-2.85274, 3.70674, 1.76098], [-3.42848, 1.29994, 1.52263], [-3.16876, 2.12420, -0.04130], [-1.40183, 0.20042, 2.42827], [-0.13888, -0.31579, -3.22655], [1.77273, -2.14906, -4.06062], [4.28520, -4.60056, -5.04048], [3.84211, -2.87961, -4.92759], [2.56968, -4.12487, -5.08287], [3.47565, -4.32498, -0.78596], [2.04874, -3.08742, 0.83857]]}